[1]
15
Properties=species:S:1:pos:R:3:forces:R:3:mulliken_charge:R:1 method="wB97M-V/def2-TZVPD" total_energy_ha=-250.2708 e_homo_ev=-2.061 total_charge=-1 spin_multiplicity=1 lumo_ev=3.429
N 2.5787 -3.1818 1.1075 0.25 0.20 -0.07 -0.630
H 2.5665 -3.1521 0.0964 -0.05 0.02 0.03 0.212
H 1.6377 -3.0267 1.4408 -0.02 -0.08 0.01 0.219
H 2.9167 -4.0867 1.3994 -0.18 -0.10 0.03 0.198
C -1.6047 0.8508 -0.9054 -0.17 0.03 0.05 -0.463
O -1.2333 2.0048 -1.4729 0.02 -0.02 0.02 -0.871
C -0.9518 0.6106 0.4833 0.07 0.15 -0.02 -0.409
C 0.5637 0.6326 0.3743 0.07 0.13 -0.14 -1.011
H -1.3559 -0.0622 -1.5167 0.06 -0.16 -0.06 0.181
H -2.7187 0.7542 -0.7339 0.05 -0.02 0.02 0.194
H -1.2966 -0.3100 0.9802 -0.10 -0.04 -0.17 0.307
H -1.2598 1.4609 1.0970 -0.07 0.02 0.19 0.267
H 1.0683 0.4899 1.3317 0.04 0.12 0.14 0.321
H 0.8388 1.5958 -0.0698 0.09 -0.19 0.08 0.280
H 0.9271 -0.1554 -0.2919 -0.05 -0.05 -0.11 0.206



[2]
15
Properties=species:S:1:pos:R:3:forces:R:3:mulliken_charge:R:1 method="wB97M-V/def2-TZVPD" total_energy_ha=-250.2682 e_homo_ev=-1.996 total_charge=-1 spin_multiplicity=1 lumo_ev=3.230
N -0.9816 4.1326 0.2519 0.53 -0.06 0.04 -0.613
H -1.0330 3.7234 1.1726 -0.10 -0.03 -0.05 0.210
H -1.6460 3.7054 -0.3713 -0.16 0.08 0.04 0.208
H -1.0818 5.1328 0.3053 -0.25 0.01 -0.04 0.196
C 0.2297 -2.6628 0.4224 0.19 -0.04 0.11 -0.474
O 1.5023 -3.0257 0.6128 0.21 -0.05 0.01 -0.872
C 0.0571 -1.5517 -0.6400 0.12 0.23 0.11 -0.420
C 0.8976 -0.3206 -0.2853 -0.16 -0.33 -0.15 -1.028
H -0.2650 -2.2682 1.3557 -0.16 0.09 0.07 0.170
H -0.4362 -3.5051 0.0995 -0.19 -0.05 -0.08 0.215
H -1.0018 -1.3037 -0.7699 -0.17 0.08 -0.02 0.289
H 0.4300 -1.9505 -1.5848 0.01 -0.11 -0.16 0.294
H 1.0177 0.3538 -1.1378 0.17 -0.01 -0.02 0.305
H 1.8554 -0.7304 0.0509 0.04 0.26 -0.06 0.284
H 0.4556 0.2708 0.5180 -0.07 -0.07 0.20 0.238



[3]
15
Properties=species:S:1:pos:R:3:forces:R:3:lowdin_spin:R:1 method="wB97M-V/def2-TZVPD" total_energy_ha=-250.1703 e_homo_ev="-3.343 / -11.199" total_charge=0 spin_multiplicity=2 lumo_ev="0.691 / 0.454"
C 0.1766 -0.5468 -1.0816 -0.83 0.54 -0.47 0.051
O 0.5359 0.4574 -2.0257 0.50 -0.31 -0.21 0.045
C 0.3630 0.0248 0.3041 -0.35 -0.13 0.37 0.089
C -0.2140 -0.9109 1.3491 0.24 0.04 0.25 0.055
N -0.3526 1.3504 0.3582 -0.06 -0.09 -0.39 0.223
H 0.7312 -1.4710 -1.2003 0.38 -0.12 0.02 0.006
H -0.8844 -0.7767 -1.2571 0.13 -0.15 0.30 0.016
H 0.9408 0.0379 -2.7952 -0.10 0.17 0.11 0.006
H 1.4207 0.2165 0.4787 -0.08 0.09 0.01 0.023
H 0.3093 -1.8657 1.3095 0.00 -0.13 -0.05 0.005
H -0.1193 -0.5325 2.3664 0.08 0.14 -0.08 0.023
H -1.2687 -1.0668 1.1625 -0.25 -0.14 -0.05 0.019
H -1.4018 1.2427 0.2436 0.18 -0.03 0.14 0.159
H -0.0475 1.9140 -0.4518 0.03 0.26 0.06 0.091
H -0.1894 1.9268 1.2396 0.11 -0.12 0.01 0.191



[4]
15
Properties=species:S:1:pos:R:3:forces:R:3:mulliken_charge:R:1 method="wB97M-V/def2-TZVPD" total_energy_ha=-250.0169 e_homo_ev=-14.020 total_charge=+1 spin_multiplicity=1 lumo_ev=-3.481
C 0.8768 1.5183 2.0799 1.50 0.89 0.32 -0.698
N 1.5749 0.9564 0.9060 0.97 -0.95 -2.05 -0.296
H -0.0015 1.9537 1.6571 -0.32 1.26 0.00 0.321
H 0.4245 0.7039 2.6270 0.80 -0.19 0.83 0.300
H 1.6871 2.2235 2.5626 -2.40 -1.37 -0.38 0.323
H 1.6484 1.6550 0.1428 -0.21 -0.28 0.51 0.388
H 1.0451 0.1435 0.4710 0.44 0.56 0.50 0.347
H 2.5741 0.7011 1.0735 -1.07 -0.18 0.14 0.402
O -0.4643 -0.8693 -0.2145 -2.23 0.35 -1.42 -0.625
C -1.4975 -1.0497 -0.9055 0.55 -0.47 3.14 0.183
C -1.3844 -1.6601 -2.2621 -0.48 -0.77 0.14 -0.784
H -2.5674 -0.8557 -0.3648 2.27 -0.21 -1.49 0.299
H -0.6184 -2.4594 -2.2599 -0.34 0.43 0.25 0.294
H -0.9633 -0.8631 -2.8603 -0.22 0.16 -0.71 0.257
H -2.3341 -2.0982 -2.6529 0.74 0.78 0.21 0.290



[5]
15
Properties=species:S:1:pos:R:3:forces:R:3:mulliken_charge:R:1 method="wB97M-V/def2-TZVPD" total_energy_ha=-250.0189 e_homo_ev=-14.293 total_charge=+1 spin_multiplicity=1 lumo_ev=-3.354
C 1.4960 -0.9673 -0.8454 -0.42 0.33 0.40 -1.252
C 0.3213 -0.8499 0.0811 0.18 0.76 -0.55 0.549
C 0.3821 -0.6934 1.3916 -0.13 -0.50 -0.04 -0.754
N -0.9177 -0.3630 -0.6410 -0.15 -0.28 1.62 -0.227
H 2.3915 -1.0385 -0.2361 0.14 -0.90 -0.20 0.381
H 1.6497 0.0352 -1.2630 -0.33 -0.01 -0.26 0.368
H 1.3479 -1.6639 -1.6642 0.46 -0.30 0.08 0.360
H -0.2729 -0.0502 1.9680 -0.44 -0.61 0.05 0.220
H 1.1430 -1.2723 1.8977 0.42 0.67 0.15 0.318
H -0.9046 -0.5834 -1.6282 0.27 0.69 -0.40 0.371
H -1.7524 -0.8374 -0.2892 0.18 -0.18 0.17 0.395
H -1.0273 0.6230 -0.3062 -0.15 0.43 -0.96 0.298
H -1.9294 2.4699 0.9350 -0.01 -0.27 0.15 0.340
H -0.8240 3.0069 0.0793 0.21 -0.46 0.08 0.305
O -1.1032 2.1842 0.5206 -0.24 0.63 -0.28 -0.672



[6]
15
Properties=species:S:1:pos:R:3:forces:R:3:mulliken_charge:R:1 method="wB97M-V/def2-TZVPD" total_energy_ha=-249.9941 e_homo_ev=-14.528 total_charge=+1 spin_multiplicity=1 lumo_ev=-3.335
C -0.0728 2.7064 1.0960 -0.14 1.69 1.23 -1.014
C -0.0236 1.2254 1.1743 -0.73 -0.27 -0.73 -0.027
C -0.5678 0.5189 0.2100 0.81 -2.28 1.19 -0.298
N -0.5170 -0.9886 0.1135 3.14 -0.26 -0.25 -0.330
H -0.9262 3.0407 1.7789 1.22 -0.20 -0.69 0.283
H 0.9043 3.0885 1.5559 -1.47 -0.14 -0.86 0.320
H -0.2953 3.1768 0.0783 0.59 -1.02 1.35 0.313
H 0.3327 0.6918 2.0517 0.52 0.35 -0.09 0.341
H -1.2090 0.7441 -0.5553 -0.95 1.76 -1.83 0.329
H -0.8442 -1.2214 -0.7977 -1.96 -0.64 -0.56 0.357
H 0.4135 -1.4098 -0.1775 -0.03 0.98 0.94 0.385
H -0.7884 -1.5704 0.8948 -0.90 -0.09 0.08 0.339
H 0.3847 -3.0885 -2.5528 1.02 -0.02 0.23 0.332
H 1.8151 -2.8458 -1.9380 4.16 -2.03 -0.17 0.292
O 0.9772 -2.5487 -2.0018 -5.28 2.16 0.15 -0.619



[7]
15
Properties=species:S:1:pos:R:3:forces:R:3:mulliken_charge:R:1 method="wB97M-V/def2-TZVPD" total_energy_ha=-249.9558 e_homo_ev=-14.338 total_charge=+1 spin_multiplicity=1 lumo_ev=-5.573
C 0.4082 0.2619 -2.5350 0.41 -0.29 1.23 -0.533
O 0.2013 1.2247 -1.4778 -0.23 0.03 0.17 -0.486
H -0.4757 -0.3756 -2.6221 -0.09 0.44 -0.44 0.221
H 0.7374 0.7366 -3.4541 -0.20 -0.19 -0.09 0.328
H 1.1855 -0.3958 -2.1309 0.17 0.03 -0.55 0.208
H 0.2823 2.1287 -1.7923 0.00 -0.09 -0.23 0.298
C -0.0755 -1.5712 2.0127 2.76 0.27 0.45 -0.772
C -0.8667 0.3823 1.1600 -1.02 -1.40 -1.61 -0.252
N 0.2432 -0.2865 1.2544 -3.96 0.96 0.99 0.000
H 0.6753 -2.3064 1.7223 -0.13 -0.03 0.02 0.306
H -1.0715 -1.9427 1.7809 0.23 0.39 -0.03 0.348
H 0.1108 -1.3007 3.0501 -0.39 -0.49 0.17 0.356
H -1.7991 0.1100 1.6873 1.02 -0.30 0.41 0.311
H -1.1618 0.8641 0.2436 1.16 1.88 -0.05 0.340
H 1.0550 0.1973 0.8611 0.26 -1.21 -0.42 0.326



[8]
15
Properties=species:S:1:pos:R:3:forces:R:3:mulliken_charge:R:1 method="wB97M-V/def2-TZVPD" total_energy_ha=-249.8344 e_homo_ev=-13.584 total_charge=+1 spin_multiplicity=1 lumo_ev=-8.756
C 2.6867 0.2106 0.2297 -1.39 0.75 0.81 -0.559
C -1.1332 0.6067 -0.4116 -2.30 1.05 -1.13 -0.569
C -2.2300 0.2681 0.4733 -0.11 -3.54 -0.44 0.013
O -2.8629 -0.9448 -0.1220 0.14 1.87 2.97 -0.394
N 1.6963 -0.7787 -0.2359 0.69 -1.27 0.11 -0.314
H 2.2312 1.2589 0.1261 0.95 -1.49 -0.07 0.244
H 3.5969 0.0811 -0.3653 -0.20 0.21 0.11 0.259
H -1.1113 -0.0372 -1.2912 1.28 -0.50 0.32 0.384
H -0.9357 1.6228 -0.7470 0.93 0.29 1.00 0.404
H -2.9971 1.0349 0.5929 0.17 0.65 -0.02 0.317
H -1.9526 -0.0815 1.5049 0.05 0.61 -0.45 0.289
H -2.5212 -0.9747 -0.9841 0.03 -0.61 -2.07 0.284
H 2.9235 0.0624 1.3123 -0.01 0.22 -0.79 0.269
H 0.6926 -0.5624 -0.1613 0.37 0.03 -0.02 0.109
H 1.9166 -1.7660 0.0795 -0.62 1.73 -0.34 0.264



[9]
15
Properties=species:S:1:pos:R:3:forces:R:3:mulliken_charge:R:1 method="wB97M-V/def2-TZVPD" total_energy_ha=-249.9898 e_homo_ev=-16.178 total_charge=+1 spin_multiplicity=1 lumo_ev=-4.406
C 0.5924 -1.6256 -0.5014 1.63 -0.63 0.62 -0.998
C -0.4410 -0.6591 -0.8868 -2.88 1.61 -1.83 -0.516
C 0.8265 1.3686 -0.8470 1.77 3.58 1.08 -0.131
N -0.1005 0.6831 -0.3678 -2.53 -1.54 1.38 0.038
H 1.3660 -1.5559 -1.2811 -0.26 -0.75 0.08 0.358
H 1.2039 -1.3786 0.4153 -1.30 -0.34 -0.49 0.334
H 0.0876 -2.5890 -0.4414 0.77 -0.28 0.00 0.301
H -0.5546 -0.5938 -2.0142 0.46 0.05 1.17 0.354
H -1.5378 -0.7921 -0.6083 1.60 -0.40 0.30 0.373
H 1.0034 2.4127 -0.2530 -0.03 -2.58 -1.90 0.258
H 1.4884 1.0307 -1.7279 -1.35 0.56 1.44 0.293
H -0.7429 0.8235 0.5520 2.21 0.68 -1.64 0.359
H -1.0545 0.3067 2.9611 -0.54 -4.24 3.99 0.260
H -1.1816 1.6898 2.7013 -0.42 1.84 0.44 0.291
O -0.9552 0.8791 2.2993 0.86 2.46 -4.65 -0.576



[10]
16
Properties=species:S:1:pos:R:3:forces:R:3:mulliken_charge:R:1 method="wB97M-V/def2-TZVPD" total_energy_ha=-325.5539 e_homo_ev=-3.274 total_charge=-1 spin_multiplicity=1 lumo_ev=4.179
C 0.3260 0.6073 -0.2548 -0.31 -0.05 0.64 -0.423
O 0.4232 1.5935 0.6751 0.02 0.01 -0.13 -0.925
C -0.0365 -0.7593 0.3896 0.18 0.14 -0.48 0.392
C -0.2044 -1.8760 -0.6430 -0.44 0.03 0.01 -1.191
N 0.9584 -1.1367 1.3948 -0.02 -0.04 0.30 -0.810
H 1.2860 0.4375 -0.8027 -0.05 -0.05 -0.27 0.173
H -0.4784 0.7814 -1.0168 0.19 0.07 -0.14 0.083
H -0.9835 -0.6019 0.9120 -0.03 0.03 0.05 0.234
H -0.4803 -1.4703 -1.6240 0.02 0.04 0.11 0.312
H 0.7041 -2.4573 -0.7720 0.26 -0.03 -0.01 0.306
H -0.9949 -2.5781 -0.3513 0.15 0.02 0.00 0.274
H 1.8251 -1.3483 0.9067 0.02 0.02 -0.06 0.263
H 1.1487 -0.2641 1.8908 -0.03 0.01 0.01 0.310
H -0.5087 2.8477 0.2189 -0.28 -0.16 -0.29 0.492
H -1.7630 2.7851 -0.6934 0.22 0.23 0.20 0.245
O -1.2219 3.4394 -0.2299 0.09 -0.26 0.07 -0.735